A structure of composition C47H42F6OP3Sn. Source: OMol25; level of theory: ωB97M-V with the def2-TZVPD basis set.

Each line ends with the Mulliken charge.
Atoms and positions in Å:
1 Sn 0.391 0.252 1.084  0.822
2 C 0.784 -2.855 2.678  -0.450
3 C 1.406 -2.019 3.521  -0.869
4 C 2.616 -1.422 2.848  -0.025
5 C 2.544 -2.018 1.458  -0.965
6 C 1.506 -2.872 1.401  0.205
7 H -0.095 -3.449 2.891  0.531
8 H 1.141 -1.795 4.544  0.544
9 H 3.513 -1.837 3.331  0.844
10 H 3.287 -1.845 0.691  0.489
11 H 1.245 -3.500 0.563  0.589
12 O -1.947 -0.622 -2.198  0.267
13 C -3.195 -0.235 -1.760  0.220
14 C -4.139 0.332 -2.602  -0.860
15 C -5.400 0.628 -2.109  -0.865
16 C -5.730 0.358 -0.789  -0.891
17 C -4.761 -0.146 0.057  -0.125
18 C -3.469 -0.419 -0.404  0.188
19 P -2.179 -0.876 0.783  1.718
20 C -2.288 0.363 2.125  0.083
21 C -1.433 0.159 3.228  -0.496
22 C -1.268 1.147 4.197  -0.712
23 C -1.952 2.344 4.080  -0.864
24 C -2.784 2.559 2.988  -0.632
25 C -2.939 1.592 2.007  -1.212
26 C -2.599 -2.474 1.514  0.889
27 C -2.203 -3.612 0.811  -0.393
28 C -2.488 -4.873 1.309  -0.720
29 C -3.151 -5.004 2.523  -0.599
30 C -3.543 -3.874 3.228  -0.764
31 C -3.273 -2.609 2.725  -0.399
32 C -1.725 -0.832 -3.535  0.085
33 C -2.657 -1.445 -4.361  -0.461
34 C -2.342 -1.679 -5.689  -0.755
35 C -1.103 -1.329 -6.209  -1.020
36 C -0.154 -0.768 -5.377  -0.387
37 C -0.464 -0.512 -4.035  0.026
38 P 0.844 -0.084 -2.910  1.948
39 C 1.733 1.378 -3.258  0.804
40 C 1.168 2.305 -4.150  -0.974
41 C 1.818 3.497 -4.396  -0.823
42 C 3.014 3.781 -3.748  -0.578
43 C 3.565 2.878 -2.839  -0.865
44 C 2.926 1.685 -2.581  -0.645
45 C 1.802 -1.553 -2.598  0.860
46 C 3.168 -1.650 -2.889  -0.522
47 C 3.813 -2.867 -2.740  -0.867
48 C 3.104 -3.985 -2.319  -0.608
49 C 1.745 -3.895 -2.043  -0.573
50 C 1.092 -2.682 -2.173  -0.308
51 H -3.906 0.538 -3.637  0.689
52 H -6.133 1.064 -2.774  0.452
53 H -6.726 0.558 -0.420  0.473
54 H -4.999 -0.323 1.099  0.534
55 H -0.966 -0.808 3.373  0.609
56 H -0.620 0.965 5.044  0.524
57 H -1.837 3.112 4.833  0.444
58 H -3.303 3.503 2.884  0.450
59 H -3.551 1.807 1.144  0.405
60 H -1.685 -3.513 -0.137  0.329
61 H -2.191 -5.754 0.755  0.456
62 H -3.368 -5.987 2.917  0.434
63 H -4.069 -3.976 4.167  0.461
64 H -3.592 -1.735 3.279  0.441
65 H -3.623 -1.733 -3.969  0.663
66 H -3.077 -2.152 -6.326  0.465
67 H -0.873 -1.514 -7.249  0.490
68 H 0.834 -0.534 -5.755  0.512
69 H 0.230 2.084 -4.642  0.452
70 H 1.392 4.211 -5.088  0.464
71 H 3.518 4.718 -3.941  0.434
72 H 4.485 3.119 -2.327  0.466
73 H 3.330 1.007 -1.841  0.482
74 H 3.712 -0.796 -3.266  0.566
75 H 4.865 -2.949 -2.977  0.481
76 H 3.611 -4.936 -2.222  0.440
77 H 1.196 -4.775 -1.736  0.518
78 H 0.030 -2.606 -1.965  -0.006
79 C 3.643 3.359 2.146  -1.514
80 C 3.214 2.631 3.425  2.385
81 C 1.996 3.317 4.053  -1.379
82 C 4.379 2.631 4.432  -1.872
83 C 2.903 1.223 3.125  -0.499
84 C 2.700 0.048 2.944  -0.412
85 H 3.916 4.385 2.395  0.463
86 H 2.838 3.391 1.413  0.172
87 H 4.511 2.874 1.699  0.389
88 H 2.256 4.348 4.296  0.498
89 H 1.701 2.816 4.975  0.362
90 H 1.146 3.334 3.368  -0.038
91 H 4.629 3.662 4.684  0.428
92 H 5.265 2.156 4.009  0.393
93 H 4.106 2.110 5.349  0.404
94 F -0.869 1.657 -0.402  -1.129
95 P -0.125 3.164 -0.094  1.818
96 F -0.152 3.476 -1.635  -0.335
97 F -0.078 2.627 1.513  -0.181
98 F -1.545 3.784 0.168  -0.402
99 F 1.290 2.327 -0.264  -0.195
100 F 0.650 4.465 0.302  -0.369

Computed properties:
Spin multiplicity: 2
LUMO (spin up / spin down) (eV): -5.7143 / -7.7237
DFT total energy (eV): -101460.6707
Expectation value of S²: 0.767
HOMO level (spin up / spin down) (eV): -13.50 / -13.54
Total charge: +2
Kohn-Sham gap (spin up / spin down) (eV): 7.79 / 5.81

A structure of composition C47H43F2HgN7PSSi. Source: OMol25; level of theory: ωB97M-V with the def2-TZVPD basis set.

Each line ends with the Mulliken charge.
Atoms and positions in Å:
1 Hg -1.668 -0.500 0.803  2.257
2 C -2.114 -5.250 1.440  -0.969
3 C -0.827 -5.711 1.142  -0.649
4 C 0.226 -4.855 1.277  -0.531
5 C 0.006 -3.508 1.692  0.065
6 N -1.258 -3.061 1.917  0.187
7 C -2.250 -3.927 1.810  -0.290
8 N 1.089 -2.810 1.990  -0.047
9 C 1.224 -1.542 2.335  -1.321
10 N 0.484 -0.429 2.051  0.888
11 C 1.078 0.651 2.646  -1.225
12 N 0.829 1.948 2.639  -0.231
13 C -0.203 2.636 2.174  0.001
14 C -0.048 4.057 2.240  -0.502
15 C -1.076 4.881 1.885  -0.449
16 C -2.282 4.306 1.466  -1.173
17 C -2.351 2.928 1.402  -0.418
18 N -1.368 2.103 1.719  0.486
19 C 2.259 0.215 3.361  0.333
20 C 3.207 0.881 4.123  -0.163
21 C 4.264 0.155 4.636  -0.685
22 C 4.384 -1.220 4.395  -0.659
23 C 3.441 -1.897 3.649  -0.134
24 C 2.372 -1.176 3.133  0.166
25 H -2.978 -5.898 1.379  0.387
26 H -0.675 -6.739 0.826  0.371
27 H 1.245 -5.164 1.098  0.604
28 H -3.232 -3.533 2.049  0.166
29 H 0.903 4.447 2.580  0.453
30 H -0.970 5.961 1.924  0.348
31 H -3.134 4.914 1.191  0.432
32 H -3.260 2.450 1.059  0.436
33 H 3.114 1.944 4.296  0.530
34 H 5.022 0.651 5.232  0.369
35 H 5.239 -1.749 4.801  0.379
36 H 3.529 -2.957 3.455  0.505
37 N -4.386 0.796 -1.851  -0.364
38 C -3.350 1.600 -2.170  0.316
39 N -2.387 1.936 -1.402  0.213
40 C -1.556 2.857 -1.958  -1.496
41 C -0.444 3.434 -1.356  0.478
42 C 0.288 4.369 -2.055  -1.255
43 C -0.050 4.733 -3.354  -0.670
44 C -1.163 4.179 -3.970  -0.453
45 C -1.905 3.254 -3.271  1.048
46 S -3.350 2.420 -3.781  -0.413
47 H -4.196 0.231 -1.029  -0.303
48 H -4.765 0.254 -2.614  0.318
49 H -0.181 3.147 -0.354  0.905
50 H 1.132 4.833 -1.568  0.546
51 H 0.550 5.458 -3.889  0.375
52 H -1.450 4.482 -4.966  0.398
53 C 4.063 -4.090 -1.377  -0.664
54 C 2.687 -4.226 -1.309  -0.659
55 C 1.883 -3.108 -1.189  -0.777
56 C 2.440 -1.834 -1.153  0.894
57 C 3.823 -1.705 -1.221  -0.556
58 C 4.625 -2.827 -1.329  -0.821
59 P 1.255 -0.425 -1.103  2.151
60 C 2.428 0.946 -0.818  0.424
61 C 3.198 0.906 0.344  -0.990
62 C 4.045 1.948 0.664  -0.810
63 C 4.141 3.046 -0.177  -1.093
64 C 3.380 3.095 -1.332  -0.481
65 C 2.516 2.059 -1.645  -1.000
66 C 1.063 -0.280 -2.931  -0.236
67 C 2.143 -0.280 -3.809  -0.342
68 C 1.932 -0.216 -5.173  -0.769
69 C 0.643 -0.172 -5.680  -0.692
70 C -0.435 -0.166 -4.812  -1.170
71 C -0.224 -0.204 -3.445  0.607
72 H 4.698 -4.963 -1.463  0.353
73 H 2.242 -5.211 -1.343  0.476
74 H 0.813 -3.218 -1.124  0.328
75 H 4.285 -0.728 -1.187  0.390
76 H 5.700 -2.709 -1.374  0.393
77 H 3.139 0.044 0.991  0.883
78 H 4.623 1.908 1.577  0.443
79 H 4.808 3.864 0.066  0.348
80 H 3.458 3.947 -1.997  0.477
81 H 1.914 2.119 -2.540  0.414
82 H 3.150 -0.334 -3.417  0.364
83 H 2.779 -0.203 -5.847  0.407
84 H 0.485 -0.147 -6.752  0.365
85 H -1.442 -0.134 -5.204  0.423
86 H -1.061 -0.193 -2.764  0.345
87 F -1.198 -2.638 -2.080  -0.339
88 C -2.132 -2.078 -1.197  -0.152
89 F -3.171 -1.683 -2.092  -0.345
90 H -2.581 -2.954 -0.685  0.049
91 C -5.266 0.990 2.092  -1.548
92 Si -4.044 -0.517 1.865  0.819
93 C -5.276 -1.757 0.993  -1.422
94 C -3.889 -1.133 3.692  -1.374
95 H -6.170 0.682 2.619  0.421
96 H -5.576 1.413 1.139  0.358
97 H -4.806 1.785 2.673  0.369
98 H -6.310 -1.581 1.282  0.429
99 H -5.039 -2.785 1.244  0.405
100 H -5.221 -1.684 -0.089  0.310
101 H -4.792 -1.619 4.057  0.373
102 H -3.661 -0.301 4.351  0.356
103 H -3.067 -1.836 3.774  0.307

Computed properties:
Spin multiplicity: 2
LUMO (spin up / spin down) (eV): 3.8827 / 3.8823
DFT total energy (eV): -97480.8627
Expectation value of S²: 0.776
HOMO level (spin up / spin down) (eV): 0.28 / -1.68
Total charge: -2
Kohn-Sham gap (spin up / spin down) (eV): 3.60 / 5.56

Number 1: strongest force on any atom 0.0081 hartree/bohr. Number 2: strongest force on any atom 0.0238 hartree/bohr.